The following is a quantum chemistry calculation of a structure of composition C36H25CaI2N9OS2, from OMol25.

Each line ends with the Löwdin charge.
Atoms and positions in Å:
Ca1 10.441 8.005 11.418  1.23
C1 8.696 10.137 17.711  -0.12
C2 7.426 10.778 17.041  -0.12
C3 7.437 10.929 15.734  -0.10
C4 8.430 10.223 14.949  -0.10
C5 8.625 10.153 13.526  -0.27
N1 7.765 10.423 12.550  0.17
C6 7.824 10.165 11.305  -0.17
C7 7.009 10.736 10.204  -0.07
C8 5.618 11.176 10.293  0.03
C9 5.184 11.789 9.080  -0.14
C10 5.962 11.864 7.964  -0.09
C11 7.299 11.201 7.794  0.05
C12 7.755 10.601 8.998  -0.15
C13 8.886 9.881 9.391  -0.32
N2 9.871 9.746 8.170  0.21
C14 11.108 9.342 8.432  -0.24
N3 11.755 8.966 9.600  0.02
C15 12.942 8.498 9.498  -0.31
N4 13.990 8.086 10.334  0.16
C16 13.638 8.205 11.726  -0.22
N5 12.431 8.692 12.258  -0.02
C17 12.665 8.918 13.676  -0.30
N6 11.704 8.923 14.525  0.17
C18 10.376 9.243 14.440  -0.37
N7 9.786 9.373 13.183  0.02
C19 9.557 9.557 15.520  -0.09
C20 9.583 9.486 17.031  -0.06
C21 14.110 8.727 13.901  -0.13
C22 14.861 8.503 15.046  0.00
C23 16.263 8.162 15.077  -0.04
C24 16.913 8.192 13.837  -0.06
C25 16.093 8.099 12.693  -0.04
C26 14.764 8.340 12.717  -0.15
C27 13.147 8.354 8.009  -0.09
C28 14.231 7.759 7.225  0.02
C29 13.867 7.400 5.900  -0.13
C30 12.892 8.056 5.292  -0.12
C31 11.886 8.859 5.934  0.00
C32 12.042 8.819 7.291  -0.12
N8 9.076 9.601 10.573  0.04
H1 8.700 10.522 18.844  0.13
H2 6.562 11.448 17.709  0.15
H3 6.419 11.387 15.472  0.12
H4 4.803 10.857 10.968  0.11
H5 4.168 12.009 8.907  0.08
H6 5.543 12.440 7.102  0.10
H7 8.006 11.338 7.001  0.09
H8 10.251 8.899 17.569  0.08
H9 14.227 8.702 15.871  0.10
H10 16.812 7.983 15.986  0.09
H11 17.990 7.993 13.723  0.11
H12 16.383 7.855 11.636  0.13
H13 15.135 7.461 7.811  0.11
H14 14.576 6.742 5.540  0.08
H15 12.743 7.865 4.207  0.11
H16 11.009 9.318 5.487  0.11
I1 20.155 7.023 18.472  0.82
C33 19.078 5.948 16.972  -1.16
I2 20.295 4.251 16.117  0.41
H17 18.793 6.608 16.079  -0.05
H18 18.212 5.510 17.410  -0.08
C34 12.401 5.963 13.563  -0.40
S1 10.666 5.388 13.193  0.70
C35 9.542 6.029 14.649  -0.29
O1 21.357 8.001 20.549  -0.78
H19 12.504 6.831 14.133  -0.02
H20 12.934 5.876 12.600  0.04
H21 12.883 5.124 14.154  0.05
H22 8.592 5.605 14.336  0.02
H23 9.710 7.166 14.524  0.02
H24 9.848 5.620 15.586  0.01
S2 6.176 5.870 9.625  0.32
C36 7.798 6.251 9.669  -1.02
N9 8.888 6.633 9.830  -0.07
H25 21.252 8.947 20.804  -0.15

Properties
Total charge: -2
Energy above the lowest of the compared OMol25 structures with the same formula, charge and spin: 4.853 eV
M: 957.68 g/mol
E_HOMO: -2.7 eV
Energy: -4024.205121 hartree

***

The following is a quantum chemistry calculation of a structure of composition C8H12BrCoO4, from OMol25.

Each line ends with the Löwdin charge.
Atoms and positions in Å:
Co1 4.409 -1.651 -1.659  0.75
Br1 3.094 0.038 -0.835  0.34
O1 -2.450 -0.650 1.689  0.16
C1 -1.588 -1.399 1.393  -0.49
O2 -0.276 -1.091 1.633  0.00
C2 0.586 -2.135 1.185  -0.19
C3 -0.289 -3.382 0.985  -0.14
C4 -1.685 -2.778 0.779  -0.06
H1 1.414 -2.287 1.872  0.12
H2 0.977 -1.801 0.213  0.06
H3 -0.283 -4.010 1.874  0.12
H4 0.060 -3.985 0.150  0.11
H5 -2.436 -3.355 1.312  0.13
H6 -1.990 -2.709 -0.265  0.13
O3 -0.135 3.717 -3.205  0.15
C5 -0.129 3.166 -2.156  -0.50
O4 -1.153 2.365 -1.771  0.04
C6 -0.812 1.690 -0.545  -0.16
C7 0.208 2.606 0.111  -0.16
C8 0.958 3.167 -1.087  -0.09
H7 -0.392 0.714 -0.827  0.11
H8 -1.668 1.514 0.101  0.12
H9 0.808 2.166 0.909  0.11
H10 -0.342 3.422 0.588  0.13
H11 1.736 2.513 -1.501  0.07
H12 1.380 4.156 -0.944  0.13

Properties
Total charge: +1
⟨S²⟩: 3.760
M: 311.02 g/mol
2S+1: 4
E_HOMO (spin up / spin down): -12.3 / -12.3 eV
Energy: -4569.396048 hartree

***

The following is a quantum chemistry calculation of a structure of composition C38H64Br3Cl2NO14Si2, from OMol25.

Each line ends with the Löwdin charge.
Atoms and positions in Å:
C1 3.974 -1.175 3.492  -0.09
C2 2.895 -1.719 2.437  -0.28
O1 2.302 -0.651 1.622  -0.24
C3 0.990 -1.219 1.221  -0.29
Si1 0.573 -0.417 -0.459  0.56
C4 1.748 -1.251 -1.765  -0.23
C5 1.068 -2.456 -2.576  -0.26
C6 1.945 -2.691 -3.912  -0.12
C7 3.447 -3.147 -3.640  -0.39
O2 4.378 -2.305 -3.740  0.05
O3 3.697 -4.533 -3.326  0.03
C8 1.248 1.409 -0.337  -0.31
N1 0.276 2.428 -0.853  -0.17
C9 0.721 3.741 -0.226  -0.15
O4 -1.062 -0.295 -0.927  -0.31
Si2 -2.270 -0.808 0.177  0.35
C10 -2.327 0.126 1.857  -0.66
Br1 -1.081 1.586 2.402  0.76
C11 -3.346 -0.151 2.835  -0.71
C12 -3.406 0.679 4.231  -0.16
Br2 -4.746 -1.535 2.613  0.71
C13 -3.927 -0.168 -0.648  -0.67
Br3 -3.561 1.801 -0.976  0.63
C14 -4.213 -0.802 -2.088  -0.34
C15 -5.289 -2.007 -1.865  -0.12
C16 -2.495 -2.706 0.269  -0.65
Cl1 -2.040 -3.347 -1.432  0.62
C17 -1.589 -3.548 1.271  -0.75
C18 -2.222 -5.055 1.325  -0.15
Cl2 -1.525 -3.006 3.010  0.60
H1 3.374 -0.764 4.388  0.08
H2 4.583 -0.364 2.975  0.08
H3 4.619 -2.032 3.901  0.08
H4 3.319 -2.540 1.741  0.13
H5 2.072 -2.240 3.064  0.12
H6 1.196 -2.339 1.069  0.09
H7 0.287 -0.984 2.087  0.05
H8 2.722 -1.541 -1.219  0.10
H9 2.059 -0.414 -2.502  0.10
H10 0.999 -3.409 -1.927  0.11
H11 0.040 -2.106 -2.918  0.07
H12 1.969 -1.695 -4.478  0.13
H13 1.377 -3.442 -4.558  0.11
H14 3.036 -5.015 -3.880  0.11
H15 1.406 1.634 0.791  0.05
H16 2.292 1.508 -0.825  0.10
H17 -0.640 2.249 -0.409  0.00
H18 0.100 3.969 0.722  0.06
H19 1.814 3.693 0.140  0.08
H20 0.682 4.610 -0.969  0.08
H21 -3.601 1.773 3.926  0.06
H22 -4.246 0.269 4.909  0.08
H23 -2.385 0.533 4.730  0.07
H24 -4.801 -0.183 0.080  0.03
H25 -3.294 -1.123 -2.675  0.08
H26 -4.791 -0.015 -2.704  0.08
H27 -5.782 -1.855 -0.831  0.07
H28 -6.143 -1.989 -2.620  0.08
H29 -4.809 -3.041 -1.837  0.04
H30 -3.606 -2.994 0.400  0.06
H31 -0.562 -3.697 0.770  0.09
H32 -3.105 -4.966 2.069  0.08
H33 -1.496 -5.815 1.765  0.07
H34 -2.680 -5.383 0.338  0.07
O5 -2.278 -9.180 1.197  0.12
C19 -1.912 -9.075 2.338  -0.48
O6 -2.092 -7.957 3.095  0.01
C20 -1.442 -8.130 4.359  -0.16
C21 -1.320 -9.625 4.543  -0.17
C22 -1.159 -10.117 3.120  -0.08
H35 -0.467 -7.635 4.321  0.13
H36 -2.041 -7.670 5.146  0.13
H37 -0.499 -9.913 5.202  0.12
H38 -2.248 -10.024 4.966  0.12
H39 -0.114 -10.113 2.803  0.14
H40 -1.600 -11.104 2.983  0.13
O7 -4.817 3.865 4.855  0.11
C23 -4.419 4.820 4.236  -0.47
O8 -5.137 5.960 4.053  0.03
C24 -4.415 6.841 3.184  -0.16
C25 -2.973 6.405 3.284  -0.16
C26 -3.098 4.916 3.523  -0.10
H41 -4.813 6.734 2.170  0.13
H42 -4.554 7.874 3.510  0.13
H43 -2.383 6.660 2.402  0.12
H44 -2.502 6.877 4.152  0.12
H45 -3.158 4.356 2.586  0.12
H46 -2.287 4.538 4.146  0.13
O9 3.189 6.278 -0.721  0.09
C27 3.608 5.870 -1.779  -0.47
O10 3.121 6.247 -2.991  0.03
C28 3.771 5.491 -4.020  -0.16
C29 5.069 5.021 -3.407  -0.15
C30 4.698 4.849 -1.950  -0.08
H47 3.120 4.659 -4.305  0.13
H48 3.937 6.125 -4.892  0.12
H49 5.460 4.113 -3.870  0.12
H50 5.830 5.802 -3.502  0.12
H51 4.291 3.855 -1.748  0.13
H52 5.544 5.063 -1.292  0.08
O11 -4.707 -1.002 -4.753  0.10
C31 -4.210 -1.797 -5.507  -0.45
O12 -4.921 -2.609 -6.336  0.04
C32 -4.026 -3.501 -7.010  -0.16
C33 -2.676 -2.825 -6.957  -0.16
C34 -2.737 -2.075 -5.644  -0.08
H53 -4.031 -4.461 -6.486  0.13
H54 -4.366 -3.656 -8.035  0.13
H55 -1.841 -3.525 -7.025  0.12
H56 -2.585 -2.112 -7.783  0.12
H57 -2.412 -2.695 -4.804  0.12
H58 -2.165 -1.148 -5.682  0.13
O13 7.064 5.995 -0.898  0.09
C35 6.974 6.273 0.274  -0.45
O14 7.710 5.685 1.253  0.04
C36 7.275 6.168 2.529  -0.16
C37 6.603 7.490 2.245  -0.16
C38 6.016 7.268 0.867  -0.07
H59 6.587 5.436 2.963  0.13
H60 8.135 6.280 3.192  0.13
H61 5.863 7.767 2.998  0.12
H62 7.353 8.286 2.201  0.12
H63 5.020 6.820 0.915  0.12
H64 5.996 8.189 0.285  0.14

Properties
Total charge: 0
M: 1125.71 g/mol
E_HOMO: -8.5 eV
Energy: -11815.873497 hartree

***

The following is a quantum chemistry calculation of the ion C10H21O4S with charge -1, from OMol25.

Each line ends with the Löwdin charge.
Atoms and positions in Å:
C1 -0.927 4.468 1.330  -0.12
C2 -0.419 3.084 0.730  -0.24
C3 0.566 3.248 -0.494  -0.22
C4 0.106 2.453 -1.776  -0.22
C5 0.549 0.946 -1.774  -0.22
C6 -0.560 -0.045 -1.226  -0.20
C7 0.135 -1.474 -1.180  -0.21
C8 -0.875 -2.672 -1.142  -0.20
C9 -1.316 -3.149 0.284  -0.18
C10 -0.230 -3.032 1.393  -0.30
O1 0.963 -3.766 1.107  -0.26
S1 2.167 -3.302 2.157  0.47
O2 1.612 -2.800 3.425  -0.38
O3 2.908 -2.217 1.474  -0.39
O4 3.096 -4.492 2.444  -0.42
H1 -2.040 4.437 1.370  0.06
H2 -0.458 4.652 2.326  0.07
H3 -0.649 5.330 0.678  0.06
H4 -1.264 2.384 0.537  0.09
H5 0.188 2.620 1.553  0.10
H6 0.551 4.336 -0.782  0.09
H7 1.631 3.026 -0.225  0.11
H8 -0.991 2.581 -1.952  0.11
H9 0.608 2.941 -2.658  0.10
H10 1.502 0.771 -1.224  0.12
H11 0.732 0.654 -2.843  0.10
H12 -1.374 -0.107 -1.995  0.11
H13 -0.963 0.266 -0.236  0.10
H14 0.675 -1.547 -2.165  0.11
H15 0.929 -1.489 -0.400  0.10
H16 -1.806 -2.327 -1.675  0.10
H17 -0.466 -3.486 -1.792  0.11
H18 -1.557 -4.247 0.192  0.11
H19 -2.278 -2.685 0.624  0.11
H20 -0.686 -3.423 2.343  0.12
H21 -0.057 -1.937 1.573  0.12

Properties
Total charge: -1
SMILES string: CCCCCCCCCCOS(=O)(=O)[O-]
M: 237.34 g/mol
E_HOMO: -4.9 eV
Energy: -1092.798411 hartree